C37H44AsI2NO4P2PdSeTe | ωB97M-V/def2-TZVPD

Geometry as XYZ:
```
94
Properties=species:S:1:pos:R:3:lowdin_charge:R:1
Pd 0.86298 1.24083 -0.04009 0.460
I 0.70140 3.03433 -5.06600 0.924
C -0.64282 3.28412 -3.50350 -0.658
C -1.81325 4.02610 -3.72951 -0.238
C -2.74401 4.20962 -2.74298 -0.694
I -4.47468 5.27621 -3.18865 0.914
C -2.52677 3.65121 -1.45615 -0.216
C -3.41542 3.78529 -0.36341 -0.038
C -3.13689 3.17922 0.82589 -0.032
C -1.96426 2.41271 0.93451 -0.137
N -1.11708 2.28426 -0.05490 0.017
C -1.35833 2.89580 -1.24589 -0.165
C -0.37137 2.68040 -2.28780 -0.487
O 0.66289 1.94528 -2.07940 -0.305
H -1.97146 4.45271 -4.70991 0.075
H -4.31624 4.37021 -0.48918 0.061
H -3.80077 3.26616 1.67278 0.111
H -1.73067 1.89241 1.85480 0.078
C 5.18199 0.13429 -2.22214 -0.143
C 3.70159 0.44593 -2.01778 -0.386
P 3.03463 0.16614 -0.33727 0.881
C 3.13071 -1.65407 -0.12608 -0.379
C 2.39714 -2.19766 1.09321 -0.144
C 4.38463 0.81210 0.72094 -0.418
C 4.09079 0.82527 2.21359 -0.159
H 5.43272 0.16038 -3.28190 0.072
H 5.44583 -0.85675 -1.85098 0.065
H 5.81998 0.85833 -1.71845 0.065
H 3.09968 -0.16695 -2.68934 0.055
H 3.47275 1.48465 -2.27368 0.080
H 4.18506 -1.94840 -0.10316 0.080
H 2.70739 -2.08135 -1.04377 0.079
H 2.83801 -1.84677 2.02463 0.053
H 2.42374 -3.28801 1.09072 0.075
H 1.35733 -1.87816 1.10246 0.034
H 4.58867 1.83016 0.36653 0.061
H 5.28283 0.22367 0.50980 0.079
H 3.24926 1.48069 2.44462 -0.023
H 4.95596 1.19251 2.76642 0.081
H 3.84622 -0.16598 2.59403 0.052
C 2.53274 -0.71631 6.24606 -0.067
C 1.92171 0.48469 5.56579 -0.304
O 1.58931 0.10872 4.22085 -0.300
P 0.52731 0.93611 3.36372 0.095
O 0.47025 0.26846 2.02556 -0.437
Te 0.97120 3.28506 3.46510 0.529
O -0.84572 0.77123 4.17056 -0.316
C -1.43258 -0.54146 4.28387 -0.278
C -2.29143 -0.56298 5.52439 -0.062
H 2.76982 -0.47673 7.28186 0.080
H 3.44998 -1.01969 5.74507 0.077
H 1.84202 -1.55818 6.23817 0.077
H 2.61852 1.32585 5.51136 0.096
H 1.01819 0.82581 6.07998 0.109
H -0.63693 -1.28958 4.32585 0.117
H -2.01982 -0.71723 3.38160 0.097
H -1.69493 -0.34624 6.40921 0.077
H -2.74381 -1.54795 5.65019 0.080
H -3.08876 0.17505 5.45862 0.082
C -1.38916 -4.60718 1.33864 -0.085
C -0.92578 -4.78973 0.04546 -0.082
C -0.78865 -3.70640 -0.81290 -0.104
C -1.11055 -2.42565 -0.38017 -0.376
C -1.54864 -2.24709 0.92969 -0.149
C -1.70117 -3.32889 1.78071 -0.079
As -0.75412 -0.80014 -1.37896 1.375
C -0.35300 -1.42807 -3.16977 -0.388
C -1.11939 -2.41464 -3.79089 -0.119
C -0.84484 -2.79213 -5.09391 -0.078
C 0.18485 -2.17555 -5.79541 -0.083
C 0.91949 -1.16701 -5.19838 -0.084
C 0.64742 -0.78891 -3.88732 -0.135
C -2.52823 -0.08656 -1.77136 -0.353
C -3.55591 -0.09900 -0.83569 -0.105
C -4.75457 0.54833 -1.10295 -0.084
C -4.93067 1.22553 -2.30050 -0.089
C -3.90765 1.24318 -3.23567 -0.084
C -2.71275 0.58831 -2.97512 -0.104
H -1.49614 -5.45334 2.00342 0.102
H -0.66695 -5.78127 -0.30182 0.103
H -0.41133 -3.87164 -1.81437 0.090
H -1.71840 -1.24433 1.30627 0.068
H -2.04373 -3.17021 2.79560 0.096
H -1.94496 -2.87624 -3.26067 0.108
H -1.44354 -3.55797 -5.56886 0.104
H 0.39123 -2.46744 -6.81658 0.103
H 1.69211 -0.65082 -5.75388 0.101
H 1.15554 0.05958 -3.44948 0.049
H -3.43776 -0.61590 0.10997 0.086
H -5.54853 0.52581 -0.36851 0.104
H -5.85996 1.74071 -2.50309 0.101
H -4.02975 1.77637 -4.16938 0.108
H -1.92104 0.61972 -3.71556 0.105
Se 2.02932 3.39710 0.60060 0.191
```

Its expectation value of S² is 6.0163. The orbital gap (spin up / spin down) comes out at 7.117 / 5.674 eV. Its HOMO energy (spin up / spin down) is -6.90 / -7.15 eV. Its LUMO energy (spin up / spin down) is 0.2129 / -1.4749 eV. Its multiplicity is 5.